Record 1
The following is a DFT calculation (wB97M-V/def2-TZVPD) of 5 unconnected molecules or ions with the total composition C10H30O10 in a non-equilibrium geometry.

## Properties
multiplicity: 1
SMILES: OCCO.OCCO.OCCO.OCCO.OCCO
energy relative to the best compared isomer or geometry (same formula, charge and spin): 1.600 eV

Last columns: bonded neighbours and bond lengths (Å).
CARTESIAN COORDINATES (ANGSTROEM)
1 C 10.853 -26.672 14.537  C2 1.510, O4 1.389, H5 1.090, H6 1.090
2 C 11.907 -27.311 15.408  C1 1.510, O3 1.387, H7 1.090, H8 1.090
3 O 12.970 -26.436 15.580  C2 1.387, H9 0.960
4 O 9.619 -27.267 14.771  C1 1.389, H10 0.960
5 H 10.987 -26.607 13.457  C1 1.090
6 H 10.701 -25.650 14.883  C1 1.090
7 H 12.290 -28.174 14.862  C2 1.090
8 H 11.597 -27.668 16.390  C2 1.090
9 H 12.690 -25.936 16.350  O3 0.960
10 H 9.015 -27.074 14.051  O4 0.960
11 C 16.769 -22.924 17.867  C12 1.496, O14 1.445, H15 1.090, H16 1.090
12 C 16.028 -24.193 17.584  C11 1.496, O13 1.468, H17 1.090, H18 1.090
13 O 15.650 -24.891 18.819  C12 1.468, H19 0.960
14 O 15.901 -21.994 18.554  C11 1.445, H20 0.960
15 H 17.019 -22.473 16.907  C11 1.090
16 H 17.703 -23.042 18.416  C11 1.090
17 H 16.825 -24.718 17.058  C12 1.090
18 H 15.253 -23.936 16.862  C12 1.090
19 H 15.001 -24.344 19.267  O13 0.960
20 H 15.792 -22.196 19.486  O14 0.960
21 C 11.178 -24.208 17.409  C22 1.549, O24 1.454, H25 1.090, H26 1.090
22 C 9.999 -25.029 17.988  C21 1.549, O23 1.464, H27 1.090, H28 1.090
23 O 10.028 -24.877 19.444  C22 1.464, H29 0.960
24 O 12.443 -24.846 17.738  C21 1.454, H30 0.960
25 H 11.316 -23.246 17.902  C21 1.090
26 H 11.163 -24.060 16.329  C21 1.090
27 H 10.073 -26.069 17.672  C22 1.090
28 H 9.165 -24.638 17.406  C22 1.090
29 H 10.839 -25.287 19.753  O23 0.960
30 H 12.638 -24.674 18.662  O24 0.960
31 C 13.279 -25.111 21.446  C32 1.553, O34 1.371, H35 1.090, H36 1.090
32 C 13.165 -23.562 21.427  C31 1.553, O33 1.466, H37 1.090, H38 1.090
33 O 13.154 -22.985 20.079  C32 1.466, H39 0.960
34 O 12.052 -25.639 21.134  C31 1.371, H40 0.960
35 H 13.522 -25.409 22.466  C31 1.090
36 H 13.929 -25.540 20.684  C31 1.090
37 H 14.044 -23.181 21.947  C32 1.090
38 H 12.321 -23.134 21.967  C32 1.090
39 H 12.978 -22.058 20.258  O33 0.960
40 H 11.559 -25.452 21.936  O34 0.960
41 C 6.688 -24.382 19.839  C42 1.530, O44 1.390, H45 1.090, H46 1.090
42 C 7.178 -23.425 20.927  C41 1.530, O43 1.448, H47 1.090, H48 1.090
43 O 8.325 -22.616 20.573  C42 1.448, H49 0.960
44 O 7.307 -25.621 19.956  C41 1.390, H50 0.960
45 H 6.744 -24.055 18.800  C41 1.090
46 H 5.670 -24.706 20.058  C41 1.090
47 H 7.253 -23.948 21.880  C42 1.090
48 H 6.345 -22.745 21.108  C42 1.090
49 H 9.027 -23.154 20.200  O43 0.960
50 H 8.247 -25.426 19.921  O44 0.960

Atom charges from the Löwdin analysis, given in e for atoms 1 to 2: -0.26 -0.26



Record 2
The following is a DFT calculation (wB97M-V/def2-TZVPD) of 2 unconnected molecules or ions with the total composition C6H15NO in a non-equilibrium geometry.

## Properties
multiplicity: 1
SMILES: C/C=C/CCCN.O
energy relative to the best compared isomer or geometry (same formula, charge and spin): 1.844 eV

Last columns: bonded neighbours and bond lengths (Å).
CARTESIAN COORDINATES (ANGSTROEM)
1 C 1.734 0.332 -0.157  C2 1.533, N7 1.453, H8 1.093, H9 1.090
2 C 1.148 1.116 1.024  C1 1.533, C3 1.535, H10 1.092, H11 1.089
3 C -0.225 1.770 0.815  C2 1.535, C6 1.521, H12 1.095, H13 1.093
4 C -2.472 -1.416 0.487  C5 1.523, H14 1.094, H15 1.088, H16 1.090
5 C -1.607 -0.303 1.065  C4 1.523, C6 1.328, H17 1.088
6 C -1.379 0.850 0.447  C3 1.521, C5 1.328, H18 1.080
7 N 1.004 -0.850 -0.586  C1 1.453, H19 1.010, H20 1.009
8 H 1.812 1.049 -0.978  C1 1.093
9 H 2.773 0.081 0.052  C1 1.090
10 H 1.054 0.511 1.928  C2 1.092
11 H 1.858 1.917 1.225  C2 1.089
12 H -0.434 2.328 1.733  C3 1.095
13 H -0.183 2.569 0.071  C3 1.093
14 H -3.430 -1.014 0.145  C4 1.094
15 H -1.956 -1.824 -0.379  C4 1.088
16 H -2.757 -2.118 1.270  C4 1.090
17 H -0.999 -0.613 1.912  C5 1.088
18 H -2.064 1.261 -0.280  C6 1.080
19 H 0.182 -0.562 -1.097  N7 1.010
20 H 0.902 -1.513 0.168  N7 1.009
21 H 1.586 -1.506 -2.212  O23 0.992
22 H 1.781 -0.572 -3.453  O23 0.961
23 O 1.670 -1.493 -3.200  H21 0.992, H22 0.961

Atom charges from the Löwdin analysis, given in e for atoms 1 to 2: -0.27 -0.21